The following is a quantum chemistry calculation of the molecule C6H9I at a distorted geometry, from OMol25.

```
16
Properties=species:S:1:pos:R:3:forces:R:3
C 1.1796 1.4689 1.0545 2.20 -4.98 -1.58
H -1.6539 -1.7051 -0.4001 1.29 -1.59 1.46
I 1.3661 1.6249 -2.8321 0.01 -0.69 0.73
C -1.8286 -0.7826 -0.8352 -0.29 2.77 -0.69
H -1.8669 -1.0445 -1.8821 -0.11 0.27 -0.57
H -2.8907 -0.5979 -0.5243 1.00 0.63 -0.20
H 0.8088 2.4063 1.1373 -0.96 2.90 0.07
C 0.6274 0.3013 -1.3457 -1.69 0.84 0.15
C 1.1545 -0.7244 -0.3723 -1.16 -1.10 -1.94
C -0.7510 0.4795 -0.7121 -3.34 -1.54 -0.92
H 0.7647 -1.7768 -0.4249 -0.12 1.17 0.33
H -1.3740 1.4268 -0.8767 1.55 -1.13 0.22
H 2.2010 1.3292 0.5699 -0.84 1.31 0.77
H 1.3372 0.9626 2.0064 -0.42 0.35 0.30
C 0.4402 0.4956 0.1248 1.46 0.51 1.03
H 2.2020 -0.7519 -0.4785 1.43 0.27 0.83
```
Positions in Å, forces in eV/Å.

Values from the calculation:
Kohn-Sham gap, eV: 9.10
SMILES: C[C@H]1[C@@]2(C)C[C@]12I
Relative energy (zero: lowest compared OMol25 entry of this formula, charge and spin), kJ/mol: 175.91